# 1
A structure of composition C35H30AsCrF2N2O2, computed with ωB97M-V/def2-TZVPD.

As for the expectation value of S²: 0.765. The HOMO energy (spin up / spin down) comes out at -7.90 / -7.48 eV. As for the LUMO energy (spin up / spin down): 0.0 / 0.1 eV.

ORCA input file:
```
! RIJCOSX wB97M-V def2-TZVPD def2/J DEFGRID3
* xyz 0 2
Cr -0.12 -0.03 -0.16
O 0.44 -0.14 1.63
C 1.62 -0.32 2.20
C 1.74 -0.09 3.59
C 2.95 -0.28 4.22
C 4.09 -0.69 3.51
C 3.98 -0.90 2.16
C 2.76 -0.70 1.48
C 2.74 -0.84 0.05
N 1.72 -0.61 -0.69
C 1.82 -0.85 -2.13
C 0.98 0.18 -2.88
N -0.13 0.62 -2.02
C -0.92 1.52 -2.48
C -2.08 2.04 -1.82
C -2.80 3.08 -2.46
C -3.95 3.57 -1.93
C -4.44 3.00 -0.72
C -3.78 1.99 -0.09
C -2.55 1.49 -0.61
O -1.92 0.57 0.05
H 0.86 0.23 4.13
H 3.02 -0.10 5.29
H 5.03 -0.85 4.02
H 4.85 -1.20 1.58
H 3.67 -1.13 -0.43
H 1.44 -1.85 -2.33
H 2.86 -0.80 -2.46
H 0.58 -0.28 -3.79
H 1.58 1.04 -3.17
H -0.72 1.92 -3.48
H -2.42 3.48 -3.39
H -4.49 4.37 -2.41
H -5.36 3.38 -0.29
H -4.15 1.55 0.82
C -0.49 7.35 -0.55
C -1.49 6.47 -0.17
C -1.17 5.16 0.15
C 0.15 4.72 0.10
C 1.15 5.60 -0.30
C 0.83 6.92 -0.62
As 0.43 2.85 0.59
C 0.16 3.05 2.50
C 0.86 3.98 3.26
C 0.59 4.13 4.61
C -0.41 3.36 5.20
C -1.13 2.46 4.44
C -0.85 2.29 3.09
C 2.38 2.73 0.45
C 3.26 2.58 1.51
C 4.62 2.42 1.27
C 5.11 2.38 -0.03
C 4.23 2.52 -1.10
C 2.88 2.69 -0.86
H -0.73 8.38 -0.80
H -2.52 6.80 -0.12
H -1.96 4.47 0.44
H 2.18 5.28 -0.35
H 1.61 7.60 -0.92
H 1.62 4.61 2.80
H 1.14 4.85 5.20
H -0.63 3.48 6.26
H -1.92 1.86 4.90
H -1.38 1.56 2.50
H 2.90 2.57 2.53
H 5.30 2.30 2.11
H 6.17 2.25 -0.21
H 4.61 2.50 -2.11
H 2.20 2.80 -1.70
F -1.59 -1.96 -1.58
C -0.72 -1.94 -0.49
F -1.47 -2.39 0.58
H 0.00 -2.74 -0.68
*
```



# 2
A cluster of 14 separate species, C5H37NO13 in total, computed with ωB97M-V/def2-TZVPD.

The HOMO energy comes out at -9.42 eV. As for the LUMO energy: -0.3 eV.

ORCA input file:
```
! RIJCOSX wB97M-V def2-TZVPD def2/J DEFGRID3
* xyz 0 1
C 0.26 0.71 4.12
C 1.51 0.92 3.17
C 1.01 1.61 1.92
C 2.25 2.08 1.23
C 2.37 3.34 0.74
N 2.12 -0.37 2.75
H 0.00 1.64 4.58
H -0.56 0.34 3.56
H 0.59 0.20 4.99
H 2.27 1.52 3.76
H 0.24 2.39 2.04
H 0.57 0.76 1.28
H 3.11 1.32 0.92
H 3.32 3.60 0.32
H 1.63 4.15 0.91
H 2.98 -0.55 3.23
H 1.46 -1.07 3.14
H -0.84 1.16 -3.52
H -0.16 2.11 -2.65
O -0.61 2.10 -3.51
H -3.22 -2.82 -1.61
H -4.04 -1.66 -1.79
O -3.52 -2.06 -1.10
H -1.80 1.05 0.54
H -2.33 2.52 0.97
O -2.25 1.55 1.20
H -1.40 -1.43 -1.36
H 0.08 -0.92 -1.00
O -0.87 -0.85 -0.82
H 2.17 0.12 -0.35
H 1.92 -1.56 0.08
O 1.89 -0.80 -0.49
H 0.31 -2.24 -3.75
H 1.36 -1.62 -4.65
O 1.23 -2.05 -3.81
H -2.83 2.13 -2.03
H -3.86 1.62 -1.09
O -3.75 2.24 -1.83
H 0.31 2.18 -0.44
H 1.44 2.75 -1.31
O 0.74 2.02 -1.28
H -1.10 -3.36 -2.78
H -2.18 -2.77 -3.63
O -1.62 -2.56 -2.83
H -3.97 -1.08 2.54
H -2.81 -0.09 2.83
O -3.30 -0.86 3.19
H 4.47 0.43 -2.36
H 3.29 -0.01 -1.43
O 3.66 0.74 -1.91
H 1.21 -4.53 1.03
H 0.37 -3.15 0.71
O 0.98 -3.85 0.37
H -0.21 -1.23 0.58
H -0.74 -1.55 2.06
O -0.08 -1.77 1.42
*
```



# 3
A cluster of 2 separate species, C5H9BrSi in total, computed with ωB97M-V/def2-TZVPD.

As for the expectation value of S²: 2.019. The HOMO energy (spin up / spin down) comes out at -4.63 / -7.07 eV. As for the LUMO energy (spin up / spin down): -1.5 / -4.1 eV.

ORCA input file:
```
! RIJCOSX wB97M-V def2-TZVPD def2/J DEFGRID3
* xyz 0 3
C -1.97 1.72 -0.91
C 0.94 -2.05 -0.17
C -1.45 0.78 0.09
C 0.13 -1.08 0.34
C -0.44 0.04 -0.32
Si 4.82 -0.82 -0.79
Br 6.35 0.46 0.22
H -1.41 1.76 -1.88
H -1.81 2.72 -0.43
H 1.35 -3.04 0.12
H 1.31 -1.77 -1.20
H -2.05 0.74 1.01
H -0.23 -1.21 1.28
H 0.01 0.26 -1.31
H 4.28 -1.35 0.55
H -2.97 1.62 -1.23
*
```



Let's list largest force on an atom in order: 1.5; 2.9; 6.1 eV/Å.
Let's list energy above the lowest of the compared OMol25 structures with the same formula, charge and spin in order: 0.0; 110.1; 0.0 kcal per mole.